Density functional theory data (the ωB97M-V functional and the def2-TZVPD basis) for a molecular structure, C41H43N11S2Ti in a non-equilibrium geometry.

CARTESIAN COORDINATES (ANGSTROEM)
Ti (0.403621, 0.136983, 0.267488)
C (-1.516187, 1.822732, -2.075541)
N (-1.346261, 1.710763, -0.607367)
C (-2.540038, 0.987330, -0.074956)
C (-2.498094, 0.767093, 1.417084)
N (-1.567427, -0.334876, 1.791818)
C (-1.331731, -0.235575, 3.264016)
C (-2.198106, -1.649930, 1.588087)
C (-3.454956, -1.930351, 2.124586)
C (-4.012682, -3.194499, 2.019700)
C (-3.291295, -4.207558, 1.397572)
C (-2.042273, -3.936264, 0.867556)
C (-1.488104, -2.652857, 0.938253)
S (0.044003, -2.347345, 0.166026)
C (-1.316929, 3.069640, -0.053018)
C (-2.175319, 4.057355, -0.531013)
C (-2.132112, 5.344066, -0.022300)
C (-1.226552, 5.655828, 0.983817)
C (-0.399103, 4.669961, 1.490843)
C (-0.447727, 3.365939, 0.987708)
S (0.506796, 2.120789, 1.759090)
H (-2.481148, 2.259052, -2.331937)
H (-1.479549, 0.846883, -2.529097)
H (-0.729822, 2.452144, -2.489474)
H (-2.573894, 0.020475, -0.564047)
H (-3.446999, 1.537580, -0.339988)
H (-3.510125, 0.549702, 1.755855)
H (-2.178566, 1.667351, 1.931189)
H (-2.284450, -0.157299, 3.794381)
H (-0.735027, 0.637785, 3.491275)
H (-0.827399, -1.135787, 3.605751)
H (-4.013719, -1.163663, 2.650003)
H (-4.994480, -3.386492, 2.436667)
H (-3.704872, -5.207713, 1.328578)
H (-1.469508, -4.716245, 0.379054)
H (-2.895817, 3.838165, -1.309407)
H (-2.806179, 6.097343, -0.411000)
H (-1.172823, 6.665062, 1.376562)
H (0.289871, 4.884306, 2.299461)
C (-4.045583, -2.869011, -2.853168)
C (-3.424723, -2.354161, -1.722289)
N (-2.207162, -1.835355, -1.782153)
C (-1.581256, -1.811588, -2.945838)
C (-2.285402, -2.170733, -4.101808)
N (-3.493944, -2.719922, -4.051392)
C (-0.151770, -1.365477, -3.088466)
C (0.502297, -1.901388, -4.194420)
C (1.743154, -1.441099, -4.592793)
C (2.273774, -0.402861, -3.852855)
C (1.613405, 0.040754, -2.716850)
N (0.460832, -0.468910, -2.264900)
C (2.284513, 1.072430, -1.901390)
C (3.213761, 1.939349, -2.480097)
N (4.037848, 2.687510, -1.768662)
C (3.946904, 2.541860, -0.452659)
C (2.955661, 1.779923, 0.130123)
N (2.060835, 1.080964, -0.587962)
C (2.458503, -2.019157, -5.755921)
C (1.770996, -2.421875, -6.894781)
C (2.488401, -2.955139, -7.955313)
N (3.811753, -3.113030, -7.939806)
C (4.465630, -2.723789, -6.845647)
C (3.839301, -2.171656, -5.738640)
H (-4.997286, -3.386127, -2.801202)
H (-3.919654, -2.337216, -0.753959)
H (-1.895530, -1.965203, -5.093725)
H (0.044133, -2.715385, -4.734974)
H (3.226788, 0.028007, -4.129145)
H (3.273122, 2.033724, -3.559025)
H (4.662018, 3.079592, 0.158697)
H (2.854128, 1.753675, 1.194482)
H (0.697088, -2.299107, -6.972674)
H (1.977518, -3.267503, -8.859921)
H (5.541330, -2.866041, -6.854516)
H (4.421577, -1.886988, -4.869259)
C (4.987646, -3.153136, 0.057196)
C (3.774816, -2.842072, -0.785889)
N (3.089546, -1.682761, -0.221264)
C (2.932490, -1.467393, 1.123015)
N (2.019836, -0.603608, 1.542400)
C (1.981876, -0.398993, 2.996339)
C (3.363774, -0.437723, 3.611696)
C (3.930345, -1.808322, 3.355337)
N (3.785587, -2.137740, 1.939162)
C (4.506885, -3.329220, 1.479943)
H (5.697314, -2.324246, 0.006753)
H (5.480202, -4.057824, -0.295538)
H (3.102829, -3.703653, -0.816105)
H (4.059040, -2.596665, -1.808745)
H (2.291040, -1.406797, -0.752069)
H (1.369609, -1.174724, 3.461892)
H (1.513992, 0.554899, 3.203725)
H (3.318517, -0.238201, 4.681911)
H (3.998024, 0.322442, 3.146226)
H (3.417093, -2.554337, 3.968519)
H (4.992196, -1.848637, 3.601461)
H (3.855153, -4.205075, 1.547695)
H (5.342527, -3.488138, 2.158178)

Cartesian forces (eV/Å) of the 2 atoms listed first:
-1.83 -0.98 1.12
0.05 -0.04 0.11

* electronic energy: -3836.25714 Eh
* ⟨S²⟩: 0.756
* largest force on an atom: 2.358 eV/A
* orbital gap (alpha / beta): 6.1 / 6.0 eV
* HOMO level (alpha / beta): -9.66 / -9.67 eV
* LUMO (alpha / beta): -3.52 / -3.66 eV
* energy above the lowest of the compared OMol25 structures with the same formula, charge and spin: 0.0 kcal per mole
* charge: +1
* multiplicity: 2

---

Density functional theory data (the ωB97M-V functional and the def2-TZVPD basis) for a molecular structure, C41H44AsCl2N5O3SiTl.

CARTESIAN COORDINATES (ANGSTROEM)
Tl (-1.848940, 1.602485, 0.587634)
C (0.629678, 0.719582, 3.729443)
C (-0.101695, 1.990364, 3.397053)
C (0.470184, 2.900387, 2.510131)
C (-0.171882, 4.087871, 2.198190)
C (-1.403818, 4.383930, 2.768324)
C (-1.983521, 3.484309, 3.650059)
C (-1.336020, 2.296639, 3.962547)
H (1.397836, 0.907087, 4.483654)
H (1.126609, 0.335262, 2.839328)
H (-0.052016, -0.040679, 4.111761)
H (1.415814, 2.662601, 2.047819)
H (0.292433, 4.784807, 1.512732)
H (-1.908027, 5.310195, 2.527038)
H (-2.941101, 3.711223, 4.101017)
H (-1.802798, 1.604384, 4.654989)
C (-1.881641, -2.344529, -0.439989)
C (-2.216676, -2.164985, 0.992859)
N (-2.113614, -1.061293, 1.687192)
C (-2.565917, -1.347007, 2.948698)
C (-2.938793, -2.651042, 3.023060)
N (-2.716182, -3.176603, 1.767334)
C (-2.912471, -4.536974, 1.358371)
N (-1.664193, -5.150224, 0.969243)
N (-1.527244, -5.753893, -0.230759)
N (-0.318881, -6.107697, -0.404366)
C (0.420400, -5.719445, 0.688142)
C (1.784994, -5.817892, 0.966448)
C (2.223153, -5.277436, 2.153054)
C (1.338164, -4.676712, 3.065230)
C (-0.011833, -4.579237, 2.815432)
C (-0.452561, -5.095732, 1.597764)
H (-1.863357, -1.365328, -0.916165)
H (-2.628197, -2.967752, -0.935496)
H (-0.902388, -2.812745, -0.563633)
H (-2.622526, -0.589416, 3.708905)
H (-3.362005, -3.230283, 3.824754)
H (-3.561743, -4.595712, 0.482911)
H (-3.366578, -5.085282, 2.185848)
H (2.456399, -6.289894, 0.263445)
H (3.277251, -5.306946, 2.394059)
H (1.735246, -4.272781, 3.986781)
H (-0.685095, -4.106767, 3.516573)
O (0.487729, 1.720638, -0.681627)
Si (1.974724, 1.433251, -1.068669)
C (2.180399, -0.226913, -1.985994)
C (3.359968, -0.680148, -2.573965)
C (3.421110, -1.910492, -3.213335)
C (2.294984, -2.719882, -3.283695)
C (1.108322, -2.286671, -2.708287)
C (1.063409, -1.057270, -2.066243)
C (2.836334, 2.726701, -2.179938)
C (2.068616, 3.538195, -3.015403)
C (2.644941, 4.443821, -3.893477)
C (4.024795, 4.580910, -3.940828)
C (4.811672, 3.800969, -3.105089)
C (4.221402, 2.888094, -2.242546)
C (3.134471, 1.270207, 0.445523)
C (3.339428, 0.046123, 1.081431)
C (4.077700, -0.049096, 2.253741)
C (4.602453, 1.093761, 2.840283)
C (4.411038, 2.324152, 2.227396)
C (3.693072, 2.402211, 1.042597)
H (4.249580, -0.060540, -2.531216)
H (4.349545, -2.240040, -3.665610)
H (2.337572, -3.676422, -3.790564)
H (0.218311, -2.902869, -2.780955)
H (0.144588, -0.704786, -1.610426)
H (0.990127, 3.457828, -2.968052)
H (2.020222, 5.034895, -4.552922)
H (4.482527, 5.289856, -4.620233)
H (5.890782, 3.899802, -3.139774)
H (4.860808, 2.293769, -1.597793)
H (2.907146, -0.850875, 0.648732)
H (4.241670, -1.017126, 2.713937)
H (5.143340, 1.028249, 3.777024)
H (4.812364, 3.224715, 2.676891)
H (3.551891, 3.365642, 0.563097)
C (-3.333972, -0.538149, -3.910449)
As (-2.652970, 0.809584, -2.617627)
C (-3.844151, 2.251462, -3.203000)
C (-1.094430, 1.327639, -3.687297)
H (-3.413614, -0.097850, -4.904723)
H (-4.319775, -0.889136, -3.603403)
H (-2.658485, -1.393451, -3.955903)
H (-3.824922, 2.355615, -4.288904)
H (-3.529369, 3.182591, -2.737046)
H (-4.863308, 2.051257, -2.875976)
H (-1.384186, 1.748407, -4.651435)
H (-0.440124, 0.472263, -3.855496)
H (-0.524680, 2.062461, -3.123723)
Cl (-4.976722, 1.381102, 2.525098)
C (-5.742764, 1.297915, 0.928859)
Cl (-5.178316, -0.126869, 0.035468)
C (-5.416496, 2.633568, 0.107795)
O (-6.435082, 3.283327, -0.123959)
O (-4.219395, 2.854728, -0.185543)
H (-6.810728, 1.196035, 1.085841)

Cartesian forces (eV/Å) of the 2 atoms listed first:
0.15 0.25 -0.25
-0.06 0.05 -0.03

* electronic energy: -5706.57159 Eh
* largest force on an atom: 0.925 eV/A
* orbital gap: 7.5 eV
* HOMO level: -5.59 eV
* LUMO: 1.93 eV
* charge: -1
* multiplicity: 1